Below is 2 unconnected molecules or ions with the total composition C4H15N2OS in a non-equilibrium geometry, with properties calculated with ωB97M-V with the def2-TZVPD basis set.

Values from the calculation:
DFT total energy in a.u.: -744.0761
Lowest unoccupied orbital energy in eV: -2.857
Total charge: +1
Energy relative to the best compared isomer or geometry (same formula, charge and spin) in eV: 1.014
Orbital gap in eV: 10.2

CARTESIAN COORDINATES (ANGSTROEM)
N -0.758 -1.661 0.603
C 0.429 -1.323 -0.303
C -0.095 -0.574 -1.496
S -1.356 -1.626 -2.270
C 1.523 -0.687 0.605
N 0.854 0.233 1.491
C 1.036 1.659 1.154
H -1.154 -0.753 0.851
H -0.428 -2.103 1.456
H -1.370 -2.209 -0.014
H 0.903 -2.269 -0.585
H -0.477 0.444 -1.319
H 0.809 -0.369 -2.074
H -2.312 -0.802 -2.742
H 2.095 -1.499 1.053
H 2.326 -0.288 -0.026
H 0.978 0.089 2.479
H 0.093 2.061 0.793
H 1.822 1.878 0.433
H 1.324 2.186 2.062
H -2.195 2.566 -1.540
H -2.179 2.765 0.079
O -1.869 2.283 -0.690

***

Below is 2 unconnected molecules or ions with the total composition C4H15N2S2, with properties calculated with ωB97M-V with the def2-TZVPD basis set.

Values from the calculation:
DFT total energy in a.u.: -1067.0525
Lowest unoccupied orbital energy in eV: -3.129
Total charge: +1
Energy relative to the best compared isomer or geometry (same formula, charge and spin) in eV: 0.000
Orbital gap in eV: 9.4

CARTESIAN COORDINATES (ANGSTROEM)
C 0.423 2.203 -0.306
N -0.282 2.963 -1.328
C 1.509 1.384 -0.976
N 2.252 0.571 0.063
H -0.225 1.551 0.294
H 0.918 2.878 0.398
H -0.890 2.334 -1.841
H -0.887 3.651 -0.893
H 2.214 2.007 -1.521
H 1.094 0.666 -1.684
H 2.914 -0.040 -0.429
H 2.760 1.171 0.706
H 1.571 -0.022 0.583
C -1.787 -0.599 1.564
S -0.125 -1.311 1.403
S -0.189 -2.195 -0.466
C -1.108 -3.716 -0.140
H -2.012 0.040 0.715
H -2.534 -1.380 1.663
H -1.736 -0.032 2.493
H -2.107 -3.519 0.241
H -1.184 -4.232 -1.096
H -0.590 -4.374 0.555

***

Below is 2 unconnected molecules or ions with the total composition C4H15N3O, with properties calculated with ωB97M-V with the def2-TZVPD basis set.

Values from the calculation:
DFT total energy in a.u.: -400.8981
Lowest unoccupied orbital energy in eV: 0.846
Total charge: 0
SMILES: NCCCNCN.O
Energy relative to the best compared isomer or geometry (same formula, charge and spin) in eV: 0.546
Orbital gap in eV: 10.2

CARTESIAN COORDINATES (ANGSTROEM)
C 0.762 0.299 0.751
C 0.694 -1.196 1.086
C 0.764 -2.107 -0.134
N 1.934 -1.989 -0.997
N -0.233 0.690 -0.254
C -0.276 2.137 -0.552
N -1.533 2.585 -1.057
H 1.779 0.521 0.410
H 0.490 0.862 1.632
H -0.253 -1.419 1.589
H 1.485 -1.356 1.833
H -0.137 -1.932 -0.725
H 0.729 -3.160 0.184
H 2.766 -2.197 -0.459
H 2.063 -1.079 -1.426
H -0.087 0.190 -1.129
H -0.056 2.649 0.373
H 0.501 2.420 -1.277
H -2.311 2.311 -0.463
H -1.691 2.341 -2.021
H -2.780 -0.702 1.452
H -1.857 0.146 0.406
O -2.751 -0.013 0.779

***

Below is a molecular structure, C4H15N3O in a non-equilibrium geometry, with properties calculated with ωB97M-V with the def2-TZVPD basis set.

Values from the calculation:
DFT total energy in a.u.: -400.7841
Lowest unoccupied orbital energy in eV: 0.755
Total charge: 0
Energy relative to the best compared isomer or geometry (same formula, charge and spin) in eV: 3.648
Orbital gap in eV: 8.6

CARTESIAN COORDINATES (ANGSTROEM)
C 1.150 1.157 0.142
C 1.221 -0.422 -1.743
N 0.542 -0.019 -0.523
N 0.591 1.415 1.453
N 0.982 2.293 -0.752
H -0.651 0.175 -0.561
H 2.226 0.970 0.253
H -0.012 2.482 -0.856
H -0.414 1.237 1.427
H 0.984 0.789 2.146
H 1.387 3.113 -0.314
H 1.348 0.433 -2.410
H 2.210 -0.832 -1.510
H 0.640 -1.195 -2.245
C 0.296 -1.461 0.604
C -2.731 -1.014 0.521
O -1.699 -0.109 0.332
H -3.590 -0.508 0.980
H -3.080 -1.479 -0.414
H 1.369 -1.586 0.757
H -0.232 -1.401 1.549
H -0.088 -2.221 -0.065
H -2.448 -1.818 1.228

***

Below is 2 unconnected molecules or ions with the total composition C4H15N3O in a non-equilibrium geometry, with properties calculated with ωB97M-V with the def2-TZVPD basis set.

Values from the calculation:
DFT total energy in a.u.: -400.5806
Lowest unoccupied orbital energy (spin up / spin down) in eV: -2.961 / -7.800
Total charge: +1
Energy relative to the best compared isomer or geometry (same formula, charge and spin) in eV: 0.422
Spin multiplicity: 2
Orbital gap (spin up / spin down) in eV: 9.6 / 4.7

CARTESIAN COORDINATES (ANGSTROEM)
N -1.185 0.508 1.422
C -0.535 -0.019 0.219
C -1.007 -1.433 -0.196
C 0.165 -2.422 -0.140
N 1.175 -2.225 -1.161
C -0.892 0.993 -0.967
N -0.527 2.253 -0.431
H -2.148 0.764 1.194
H -1.280 -0.239 2.100
H 0.545 -0.057 0.332
H -1.439 -1.455 -1.195
H -1.730 -1.786 0.534
H 0.600 -2.303 0.858
H -0.203 -3.450 -0.165
H 2.046 -1.820 -0.851
H 0.857 -1.689 -1.954
H -0.214 0.703 -1.770
H -1.926 0.924 -1.267
H -0.951 2.480 0.477
H 0.503 2.323 -0.370
H 2.989 1.606 0.577
H 2.133 2.652 1.448
O 2.131 1.825 0.958

***

Below is 2 unconnected molecules or ions with the total composition C4H15N3O in a non-equilibrium geometry, with properties calculated with ωB97M-V with the def2-TZVPD basis set.

Values from the calculation:
DFT total energy in a.u.: -400.3244
Lowest unoccupied orbital energy in eV: -6.424
Total charge: +2
Energy relative to the best compared isomer or geometry (same formula, charge and spin) in eV: 0.790
Orbital gap in eV: 11.9

CARTESIAN COORDINATES (ANGSTROEM)
C 0.252 1.324 0.963
C 0.335 -0.125 1.385
C -0.150 -1.255 0.426
N -0.047 -3.447 -1.529
C 0.929 -2.589 -1.363
N 0.880 -1.508 -0.600
N -1.101 1.990 1.353
H 0.981 1.972 1.463
H 0.487 1.557 -0.041
H 1.409 -0.291 1.575
H -0.049 -0.336 2.423
H -1.023 -0.816 -0.076
H -0.417 -2.146 0.978
H -0.038 -4.102 -2.290
H -0.913 -3.315 -0.978
H 1.895 -2.809 -2.007
H 1.635 -0.816 -0.665
H -1.846 1.649 0.733
H -1.063 3.001 1.239
H -1.506 1.753 2.262
H -0.113 4.956 -0.706
H -0.582 3.845 -1.580
O -0.629 4.098 -0.648

***

Below is 2 unconnected molecules or ions with the total composition C4H15N3O in a non-equilibrium geometry, with properties calculated with ωB97M-V with the def2-TZVPD basis set.

Values from the calculation:
DFT total energy in a.u.: -400.2897
Lowest unoccupied orbital energy in eV: -6.499
Total charge: +2
Energy relative to the best compared isomer or geometry (same formula, charge and spin) in eV: 1.735
Orbital gap in eV: 8.8

CARTESIAN COORDINATES (ANGSTROEM)
C -1.322 -0.887 1.274
C -0.408 -0.232 0.260
C 1.023 0.042 0.722
C 1.957 -0.831 0.317
N 3.392 -0.799 0.710
N 1.254 1.209 1.378
N -2.774 -0.755 0.828
H -1.151 -1.949 1.331
H -1.232 -0.505 2.290
H -0.814 0.730 -0.087
H -0.303 -0.811 -0.666
H 1.761 -1.723 -0.238
H 3.943 -0.851 -0.150
H 3.757 -0.036 1.276
H 3.568 -1.669 1.232
H 2.195 1.571 1.476
H 0.510 1.709 1.829
H -2.853 -0.972 -0.167
H -3.179 0.161 1.038
H -3.347 -1.453 1.308
H -2.175 2.424 -4.594
H -2.052 3.212 -5.909
O -1.751 2.415 -5.460

***

Below is 3 unconnected molecules or ions with the total composition C4H15NO2 in a non-equilibrium geometry, with properties calculated with ωB97M-V with the def2-TZVPD basis set.

Values from the calculation:
DFT total energy in a.u.: -366.5329
Lowest unoccupied orbital energy in eV: 0.752
Total charge: 0
SMILES: CNC(C)C.O.O
Energy relative to the best compared isomer or geometry (same formula, charge and spin) in eV: 3.219
Orbital gap in eV: 10.0

CARTESIAN COORDINATES (ANGSTROEM)
C -1.468 0.640 1.383
N -0.239 0.412 0.462
C 1.156 -0.920 -0.917
C 0.030 -0.915 0.101
C -1.108 -1.886 -0.554
H -1.338 0.260 2.383
H -2.259 -0.149 1.040
H -1.835 1.639 1.465
H -0.328 1.018 -0.389
H 1.493 -1.922 -1.131
H 1.998 -0.317 -0.536
H 0.948 -0.463 -1.917
H 0.532 -1.349 1.158
H -2.063 -1.399 -0.235
H -0.862 -2.760 -0.117
H -1.067 -1.909 -1.630
H 2.431 -0.328 1.775
H 1.672 0.703 1.813
O 2.615 0.661 1.777
H -1.254 1.530 -1.348
H -0.330 1.173 -2.397
O -1.081 1.824 -2.183

***

Below is 3 unconnected molecules or ions with the total composition C4H15NO2S in a non-equilibrium geometry, with properties calculated with ωB97M-V with the def2-TZVPD basis set.

Values from the calculation:
DFT total energy in a.u.: -764.7640
Lowest unoccupied orbital energy in eV: 0.560
Total charge: 0
SMILES: CN[C@@H](C)CS.O.O
Energy relative to the best compared isomer or geometry (same formula, charge and spin) in eV: 1.585
Orbital gap in eV: 9.7

CARTESIAN COORDINATES (ANGSTROEM)
C 0.647 -0.667 2.357
N 0.347 -0.949 0.867
C 0.273 0.226 0.006
C -0.130 -0.371 -1.330
S -0.540 0.961 -2.708
C 1.481 1.123 -0.021
H 1.456 -1.415 2.721
H -0.258 -0.650 2.992
H 1.062 0.362 2.550
H 0.867 -1.740 0.537
H -0.633 0.680 0.315
H -1.095 -0.784 -1.031
H 0.542 -1.137 -1.698
H 0.249 0.597 -3.794
H 1.492 1.571 -1.032
H 2.391 0.453 0.086
H 1.542 2.026 0.618
H -1.097 3.013 2.571
H -1.016 1.511 2.673
O -0.555 2.283 2.972
H -1.080 -3.966 0.609
H -0.708 -2.528 0.308
O -0.836 -3.357 -0.127